Molecular formula: C53H86N2O13
Method: DFT, ωB97M-V/def2-TZVPD

Values from the calculation:
Electronic energy ... -3158.5293 Eh
Net charge ... 0
LUMO level ... -0.0135 hartree
Kohn-Sham gap ... 8.398 eV

Each atom is followed by the atoms it is bonded to, with distances in Å.
Positions of all 154 atoms, in Å:
1 C 2.3630 5.3247 2.5264  C2 1.512, H45 1.086, H46 1.080, H47 1.087
2 C 1.3279 5.1853 1.4326  C1 1.512, C3 1.401, C7 1.408
3 C 1.2018 6.2608 0.5435  C2 1.401, C4 1.388, H48 1.080
4 C 0.2746 6.2355 -0.4891  C3 1.388, C5 1.386, H49 1.078
5 C -0.5096 5.1026 -0.6348  C4 1.386, C6 1.390, C43 1.489
6 C -0.3934 4.0183 0.2271  C5 1.390, C7 1.396, C14 1.487
7 C 0.5228 4.0397 1.2805  C2 1.408, C6 1.396, C8 1.491
8 C 0.6585 2.8801 2.2073  C7 1.491, C9 1.394, C13 1.394
9 C 1.8118 2.0975 2.1811  C8 1.394, C10 1.393, H50 1.081
10 C 1.9646 1.0153 3.0448  C9 1.393, C11 1.390, H51 1.079
11 C 0.9520 0.7241 3.9510  C10 1.390, C12 1.386, H52 1.080
12 C -0.1978 1.4973 3.9840  C11 1.386, C13 1.391, H53 1.079
13 C -0.3520 2.5735 3.1168  C8 1.394, C12 1.391, H54 1.077
14 C -1.2770 2.8595 -0.0696  C6 1.487, O15 1.201, C16 1.487
15 O -1.8159 2.2188 0.7909  C14 1.201
16 C -1.4834 2.5959 -1.5188  C14 1.487, C17 1.381, C42 1.396
17 C -1.5306 1.3050 -2.0081  C16 1.381, O18 1.376, C26 1.404
18 O -1.2746 0.2687 -1.1394  C17 1.376, C19 1.430
19 C -2.3983 -0.3817 -0.5399  O18 1.430, C20 1.520, H55 1.089, H56 1.090
20 C -1.9347 -1.2549 0.6146  C19 1.520, C21 1.535, C22 1.529, H57 1.092
21 C -1.8614 -0.5310 1.9662  C20 1.535, H58 1.082, H59 1.090, H60 1.088
22 C -0.6302 -1.9730 0.2680  C20 1.529, C23 1.550, H61 1.089, H62 1.087
23 C -0.3999 -3.2127 1.1701  C22 1.550, C24 1.541, C25 1.526, H63 1.089
24 C -0.4047 -4.5447 0.3947  C23 1.541, H64 1.087, H65 1.088, H66 1.086
25 C 0.8612 -3.0504 2.0145  C23 1.526, H67 1.089, H68 1.087, H69 1.089
26 C -1.7167 1.0850 -3.3818  C17 1.404, C27 1.506, C33 1.402
27 C -1.7194 -0.3442 -3.8570  C26 1.506, C28 1.554, H70 1.091, H71 1.081
28 C -3.0797 -0.9592 -4.2892  C27 1.554, C29 1.542, H72 1.087, H73 1.088
29 C -4.3659 -0.3936 -3.6543  C28 1.542, C30 1.538, H74 1.091, H75 1.081
30 C -5.2348 0.4546 -4.5983  C29 1.538, C31 1.525, H76 1.087, H77 1.088
31 C -6.6994 0.4575 -4.1725  C30 1.525, N32 1.465, H78 1.089, H79 1.096
32 N -6.9088 1.3643 -3.0405  C31 1.465, H80 1.012, H81 1.014
33 C -1.8218 2.1787 -4.2534  C26 1.402, C34 1.511, C38 1.404
34 C -1.9869 1.8848 -5.7262  C33 1.511, C35 1.507, H82 1.083, H83 1.082
35 C -3.0209 2.6569 -6.5049  C34 1.507, O36 1.197, O37 1.356
36 O -2.8494 2.9178 -7.6609  C35 1.197
37 O -4.1598 3.0305 -5.8712  C35 1.356, H84 0.967
38 C -1.7295 3.4923 -3.7670  C33 1.404, C39 1.513, C42 1.397
39 C -1.7510 4.7008 -4.6771  C38 1.513, C40 1.568, H85 1.077, H86 1.085
40 C -0.6090 4.7906 -5.7480  C39 1.568, N41 1.474, H87 1.087, H88 1.083
41 N 0.5161 3.8633 -5.5310  C40 1.474, H89 1.011, H90 1.013
42 C -1.5873 3.6814 -2.3905  C16 1.396, C38 1.397, C43 1.486
43 C -1.5102 5.0124 -1.7340  C5 1.489, C42 1.486, O44 1.207
44 O -2.2242 5.9428 -2.0191  C43 1.207
45 H 3.3550 5.4398 2.0991  C1 1.086
46 H 2.3808 4.4682 3.1844  C1 1.080
47 H 2.1128 6.2021 3.1171  C1 1.087
48 H 1.8351 7.1294 0.6522  C3 1.080
49 H 0.1942 7.0724 -1.1642  C4 1.078
50 H 2.5950 2.3404 1.4770  C9 1.081
51 H 2.8755 0.4396 2.9889  C10 1.079
52 H 1.0718 -0.1101 4.6270  C11 1.080
53 H -0.9813 1.2845 4.6947  C12 1.079
54 H -1.2470 3.1707 3.1547  C13 1.077
55 H -3.1733 0.3243 -0.2457  C19 1.089
56 H -2.8256 -1.0570 -1.2808  C19 1.090
57 H -2.6842 -2.0451 0.6954  C20 1.092
58 H -2.5467 0.3036 2.0292  C21 1.082
59 H -2.1093 -1.2365 2.7593  C21 1.090
60 H -0.8420 -0.2026 2.1563  C21 1.088
61 H -0.7086 -2.2971 -0.7686  C22 1.089
62 H 0.2075 -1.2877 0.3681  C22 1.087
63 H -1.2322 -3.2415 1.8717  C23 1.089
64 H -0.5022 -4.4081 -0.6788  C24 1.087
65 H 0.5193 -5.0906 0.5757  C24 1.088
66 H -1.2272 -5.1701 0.7297  C24 1.086
67 H 0.8252 -2.0749 2.4964  C25 1.089
68 H 0.9136 -3.8184 2.7813  C25 1.087
69 H 1.7571 -3.0916 1.3962  C25 1.089
70 H -1.0674 -0.3880 -4.7304  C27 1.091
71 H -1.2478 -0.9789 -3.1202  C27 1.081
72 H -3.0282 -2.0088 -4.0100  C28 1.087
73 H -3.2043 -0.9538 -5.3702  C28 1.088
74 H -4.9848 -1.2457 -3.3709  C29 1.091
75 H -4.1886 0.1624 -2.7439  C29 1.081
76 H -4.8884 1.4821 -4.5148  C30 1.087
77 H -5.1365 0.0672 -5.6107  C30 1.088
78 H -7.0092 -0.5481 -3.8919  C31 1.089
79 H -7.2964 0.7385 -5.0472  C31 1.096
80 H -7.8593 1.7123 -3.0484  N32 1.012
81 H -6.3383 2.1952 -3.1472  N32 1.014
82 H -2.2046 0.8390 -5.9070  C34 1.083
83 H -1.0512 2.0910 -6.2285  C34 1.082
84 H -4.8846 2.8763 -6.4920  O37 0.967
85 H -1.7198 5.6209 -4.1175  C39 1.077
86 H -2.7081 4.7039 -5.1889  C39 1.085
87 H -0.2214 5.8044 -5.6835  C40 1.087
88 H -1.0429 4.6826 -6.7347  C40 1.083
89 H 1.3454 4.3712 -5.2554  N41 1.011
90 H 0.7690 3.4515 -6.4219  N41 1.013
91 C 5.4347 -1.6842 3.0600  O92 1.418, H97 1.089, H98 1.092, H99 1.096
92 O 4.0950 -1.9832 3.4144  C91 1.418, C93 1.420
93 C 3.4733 -2.8978 2.5230  O92 1.420, C94 1.511, H100 1.095, H101 1.094
94 C 3.4491 -4.3074 3.0669  C93 1.511, O95 1.421, H102 1.094, H103 1.094
95 O 4.7563 -4.8517 3.1911  C94 1.421, C96 1.416
96 C 5.2601 -4.8012 4.5134  O95 1.416, H104 1.096, H105 1.092, H106 1.089
97 H 5.9060 -1.1947 3.9108  C91 1.089
98 H 6.0021 -2.5845 2.8164  C91 1.092
99 H 5.4574 -0.9998 2.2042  C91 1.096
100 H 3.9652 -2.8743 1.5451  C93 1.095
101 H 2.4411 -2.5603 2.3889  C93 1.094
102 H 2.9002 -4.9445 2.3672  C94 1.094
103 H 2.9257 -4.3375 4.0267  C94 1.094
104 H 4.7927 -5.5773 5.1306  C96 1.096
105 H 5.0929 -3.8250 4.9742  C96 1.092
106 H 6.3318 -4.9894 4.4664  C96 1.089
107 C -7.9858 5.2391 -3.6834  O108 1.416, H113 1.089, H114 1.092, H115 1.096
108 O -7.0960 4.4202 -2.9475  C107 1.416, C109 1.424
109 C -5.7655 4.9251 -2.9115  O108 1.424, C110 1.512, H116 1.094, H117 1.096
110 C -5.4508 5.6428 -1.6185  C109 1.512, O111 1.423, H118 1.090, H119 1.095
111 O -6.2254 6.8260 -1.4653  C110 1.423, C112 1.415
112 C -7.3345 6.6634 -0.6017  O111 1.415, H120 1.096, H121 1.093, H122 1.089
113 H -9.0007 4.9252 -3.4421  C107 1.089
114 H -7.8727 6.2938 -3.4239  C107 1.092
115 H -7.8246 5.1120 -4.7601  C107 1.096
116 H -5.5835 5.5854 -3.7649  C109 1.094
117 H -5.0905 4.0659 -3.0031  C109 1.096
118 H -4.4027 5.9416 -1.6449  C110 1.090
119 H -5.5958 4.9748 -0.7629  C110 1.095
120 H -7.0067 6.6494 0.4437  C112 1.096
121 H -7.8868 5.7457 -0.8174  C112 1.093
122 H -7.9965 7.5160 -0.7490  C112 1.089
123 C 0.5446 -5.2731 5.7040  O124 1.417, H129 1.089, H130 1.092, H131 1.096
124 O 0.8304 -6.2773 4.7460  C123 1.417, C125 1.420
125 C 1.6027 -7.3443 5.2756  O124 1.420, C126 1.513, H132 1.095, H133 1.095
126 C 0.7495 -8.5468 5.6153  C125 1.513, O127 1.419, H134 1.094, H135 1.094
127 O -0.1601 -8.2718 6.6686  C126 1.419, C128 1.417
128 C -1.4752 -7.9957 6.2195  O127 1.417, H136 1.095, H137 1.092, H138 1.089
129 H -0.2470 -4.6418 5.3024  C123 1.089
130 H 0.2083 -5.6967 6.6526  C123 1.092
131 H 1.4317 -4.6536 5.8797  C123 1.096
132 H 2.1632 -7.0143 6.1559  C125 1.095
133 H 2.3256 -7.6336 4.5058  C125 1.095
134 H 1.4034 -9.3556 5.9557  C126 1.094
135 H 0.2153 -8.8958 4.7263  C126 1.094
136 H -1.9796 -8.9214 5.9219  C128 1.095
137 H -1.4787 -7.2970 5.3800  C128 1.092
138 H -2.0207 -7.5514 7.0505  C128 1.089
139 C 9.5629 -0.9089 0.7703  O140 1.417, H145 1.089, H146 1.092, H147 1.096
140 O 8.8182 -2.0011 1.2796  C139 1.417, C141 1.420
141 C 8.3506 -2.8814 0.2685  O140 1.420, C142 1.513, H148 1.094, H149 1.095
142 C 9.2156 -4.1167 0.1476  C141 1.513, O143 1.419, H150 1.094, H151 1.094
143 O 10.5267 -3.8055 -0.2973  C142 1.419, C144 1.417
144 C 11.4800 -3.7574 0.7494  O143 1.417, H152 1.095, H153 1.092, H154 1.089
145 H 10.0882 -0.4491 1.6062  C139 1.089
146 H 10.2958 -1.2298 0.0271  C139 1.092
147 H 8.8949 -0.1647 0.3229  C139 1.096
148 H 8.2886 -2.3642 -0.6938  C141 1.094
149 H 7.3386 -3.1903 0.5504  C141 1.095
150 H 8.7713 -4.7838 -0.5973  C142 1.094
151 H 9.2492 -4.6509 1.1020  C142 1.094
152 H 11.7462 -4.7703 1.0707  C144 1.095
153 H 11.1115 -3.1918 1.6080  C144 1.092
154 H 12.3716 -3.2678 0.3609  C144 1.089